A 2-piece molecular cluster, C4H11NOPS overall. Source: OMol25; level of theory: the ωB97M-V functional and the def2-TZVPD basis.

Calculated values
ΔE to the lowest compared entry with this formula, charge and spin = 95.6 kJ/mol
HOMO level = -0.4619 hartree
LUMO energy = -4.20 eV
net charge = +1
multiplicity = 1

Structure (XYZ):
```
19
Properties=species:S:1:pos:R:3:forces:R:3:mulliken_charge:R:1
C -2.024910 0.074881 -1.042788 0.264 0.343 0.033 -0.436
C 2.519748 0.618274 0.073513 0.699 0.301 -0.507 -0.869
C -1.191788 1.022894 -0.593817 -0.202 0.631 0.315 -0.261
C 0.574232 -0.843707 -0.080777 0.513 -0.143 0.383 -0.378
N 1.423881 -0.149192 0.610334 -0.680 -0.522 0.176 0.032
O -2.893079 -0.600602 -0.294291 -0.682 0.029 -0.089 -0.468
P -0.674244 -1.871783 0.752535 0.069 0.185 0.548 -0.035
S -1.229202 1.633694 1.076492 -0.118 -0.518 -0.159 -0.184
H -1.995285 -0.260040 -2.068802 -0.025 -0.054 -0.115 0.396
H 2.199800 1.215946 -0.780128 -0.103 0.009 0.088 0.313
H 2.919224 1.270139 0.844909 -0.066 0.023 -0.024 0.323
H 3.314198 -0.052184 -0.263754 -0.057 0.062 0.094 0.346
H -0.552479 1.563490 -1.269542 0.047 -0.054 -0.265 0.495
H 0.687821 -0.836761 -1.158179 0.097 0.002 0.041 0.553
H -0.864279 2.874380 0.775828 0.013 0.301 -0.065 0.181
H 1.327668 -0.142653 1.623393 -0.029 -0.042 -0.187 0.347
H 0.278873 -2.555079 1.508320 0.319 -0.259 0.145 0.132
H -0.763843 -2.810386 -0.264435 -0.073 -0.276 -0.359 0.126
H -3.056333 -0.151307 0.551185 0.014 -0.018 -0.053 0.390
```
Positions in Å, forces in eV/Å.